A 6-piece molecular cluster, C12H36O6 overall at a distorted geometry. Source: the Open Molecules 2025 dataset; level of theory: ωB97M-V/def2-TZVPD.

```
54
C12H36O6, DFT ωB97M-V/def2-TZVPD
H -2.661 3.744 5.366
C -8.297 -0.767 4.689
H 2.481 0.184 0.129
C -7.031 -1.059 3.954
O -0.854 2.886 5.561
H -1.571 -7.850 -6.067
C -1.237 4.844 4.268
H 1.314 -7.541 -7.752
H -1.919 5.694 4.304
H -1.028 -5.987 -7.556
H -1.344 2.123 5.875
H -0.896 4.288 -4.172
H 0.919 4.563 -2.751
C -0.171 -6.553 -7.193
H -6.896 -3.021 4.289
C -0.569 5.267 -3.819
C 0.624 -0.175 0.162
O 0.832 5.133 -3.518
H -0.379 -1.861 -0.759
H -1.057 5.540 -2.883
H 0.836 -0.983 0.862
H -0.109 -0.647 -1.935
H -9.004 -1.555 4.948
C 8.937 -0.397 1.794
H -0.227 7.282 -4.807
C -1.631 4.064 5.519
H 9.788 -0.096 3.824
O 7.807 -0.997 1.346
C -0.592 6.266 -4.960
H -1.543 4.573 6.479
H -1.673 6.308 -5.091
H -1.533 4.257 3.399
H -7.249 -1.314 2.917
H -0.944 -8.489 -7.651
H 9.730 -0.716 1.118
H -0.249 6.017 -5.964
H 1.203 -1.557 -1.523
O 1.682 0.675 -0.080
C -0.717 -7.935 -6.740
H 0.045 -8.449 -6.154
C 9.165 -0.806 3.279
O 0.938 -6.713 -8.060
H 8.045 -1.701 0.739
H -0.316 0.294 0.454
C 0.339 -1.093 -1.047
H 8.149 -0.759 3.673
H 0.152 -5.977 -6.326
H -6.183 -0.378 4.012
H 9.367 -1.877 3.292
H -8.847 0.094 4.310
H -0.211 5.189 4.397
H -7.952 -0.464 5.678
H 8.953 0.674 1.591
O -6.417 -2.241 4.578
```

Calculated values
Gap between HOMO and LUMO in eV: 10.63
Relative energy (zero: lowest compared OMol25 entry of this formula, charge and spin) in kcal/mol: 101.8
LUMO in eV: 0.5721
Max |F| in hartree/bohr: 0.0630
Molecular weight in g mol⁻¹: 276.414
2S+1: 1
Charge: 0
E_HOMO in eV: -10.1
Structure (SMILES): CCO.CCO.CCO.CCO.CCO.CCO